ORCA calculation (the ωB97M-V functional and the def2-TZVPD basis) on the ion C2H5BrOP with charge +1.

Calculated values
Multiplicity ... 1
Charge ... +1
HOMO level ... -15.12 eV

Positions of all 10 atoms, in Å:
1 O 0.2611 1.0519 2.1320
2 C -0.1515 1.0841 1.0329
3 Br -1.8975 1.6841 0.5624
4 C 0.5851 0.4947 -0.1774
5 P -0.0961 -1.1162 -0.5764
6 H 0.4982 1.1406 -1.0643
7 H 1.6498 0.3582 0.1081
8 H 0.4839 -1.6541 -1.7203
9 H 0.1383 -1.9997 0.4722
10 H -1.4714 -1.0436 -0.7692

Electronic structure analysis, natural (NBO) charges in units of e: atom 1 (O): -0.42, atom 2 (C): 0.47, atom 3 (Br): 0.06, atom 4 (C): -0.84, atom 5 (P): 0.83, atom 6 (H): 0.31, atom 7 (H): 0.31, atom 8 (H): 0.09, atom 9 (H): 0.09, atom 10 (H): 0.09

***

ORCA calculation (the ωB97M-V functional and the def2-TZVPD basis) on a structure of composition C4H13BNO3.

Calculated values
ΔE to the lowest compared entry with this formula, charge and spin ... 1.5229 eV
Multiplicity ... 1
Charge ... +1
HOMO level ... -14.71 eV

Positions of all 22 atoms, in Å:
1 B -2.4656 -1.7817 0.0629
2 C 1.4109 0.7369 1.3346
3 C 2.2076 -0.8671 -0.3744
4 C 0.9668 -0.3414 0.3719
5 C -0.0849 0.1786 -0.5032
6 N -0.8630 1.2167 -0.1966
7 O -3.4032 -0.1889 -0.6655
8 O -3.4773 -2.4303 0.4590
9 O -1.2636 -1.4903 -0.1838
10 H 2.1203 1.3875 0.7978
11 H 0.6495 1.3251 1.7161
12 H 1.9151 0.2772 2.3307
13 H 2.2220 -1.9947 -0.6433
14 H 3.1981 -0.6953 0.0806
15 H 2.0988 -0.3332 -1.3833
16 H 0.5266 -1.0449 1.1774
17 H -0.0004 -0.2674 -1.5025
18 H -0.6445 1.6823 0.7386
19 H -1.4078 1.6498 -0.9148
20 H -2.8307 0.5449 -0.6631
21 H -4.2996 0.1201 -0.3735
22 H -4.2778 -2.7715 0.1906

Electronic structure analysis, natural (NBO) charges in units of e: atom 1 (B): 1.35, atom 2 (C): -0.59, atom 3 (C): -0.61, atom 4 (C): -0.37, atom 5 (C): 0.40, atom 6 (N): -0.75, atom 7 (O): -0.90, atom 8 (O): -0.90, atom 9 (O): -0.95, atom 10 (H): 0.22, atom 11 (H): 0.17, atom 12 (H): 0.25, atom 13 (H): 0.25, atom 14 (H): 0.25, atom 15 (H): 0.20, atom 16 (H): 0.30, atom 17 (H): 0.25, atom 18 (H): 0.44, atom 19 (H): 0.42, atom 20 (H): 0.48, atom 21 (H): 0.52, atom 22 (H): 0.55

***

ORCA calculation (the ωB97M-V functional and the def2-TZVPD basis) on a cluster of 9 separate species, C12H33N12O17 in total.

Calculated values
ΔE to the lowest compared entry with this formula, charge and spin ... 0.0000 eV
Multiplicity ... 1
Charge ... +1
HOMO level ... -12.23 eV

Positions of all 74 atoms, in Å:
1 C -4.5749 3.7507 4.3347
2 C -3.8932 4.7844 5.2043
3 O -4.6917 4.9753 6.4089
4 N -4.0665 5.8407 7.2239
5 N -4.0779 7.1832 7.0851
6 C -3.3268 7.6581 8.0777
7 N -2.8394 6.6937 8.8392
8 C -3.3155 5.5560 8.3118
9 N -3.1458 4.2653 8.7008
10 H -3.8654 3.2475 3.6923
11 H -5.3855 4.2262 3.7881
12 H -5.0055 2.9986 4.9930
13 H -3.7885 5.7129 4.6391
14 H -2.8846 4.4459 5.4474
15 H -4.5835 7.6639 6.3545
16 H -3.1643 8.7125 8.2259
17 H -3.5859 3.9662 9.5516
18 H -2.6498 3.6114 8.1244
19 C -2.1242 -0.4782 3.4905
20 N -2.4191 0.8619 4.0650
21 O -1.6610 1.7755 3.8075
22 O -3.4081 0.9719 4.7640
23 H -1.2243 -0.4104 2.9031
24 H -1.9974 -1.1642 4.3236
25 H -2.9707 -0.7637 2.8744
26 C 0.8081 -0.0876 -0.5215
27 N -0.5811 -0.2709 -0.0213
28 O -0.7487 -0.9816 0.9539
29 O -1.4605 0.3023 -0.6220
30 H 1.4805 -0.6553 0.1083
31 H 0.8353 -0.4456 -1.5432
32 H 1.0304 0.9745 -0.4763
33 C -2.5012 2.7003 -3.0250
34 N -1.0856 2.6761 -3.4841
35 O -0.7603 3.4334 -4.3709
36 O -0.3527 1.8847 -2.9273
37 H -3.0410 3.4419 -3.6003
38 H -2.9111 1.7110 -3.1867
39 H -2.4954 2.9507 -1.9686
40 C 3.2714 -2.5596 -3.7875
41 N 2.7186 -2.7185 -2.4138
42 O 2.1219 -3.7389 -2.1528
43 O 2.9008 -1.8045 -1.6278
44 H 3.0326 -3.4441 -4.3712
45 H 2.8149 -1.6736 -4.2198
46 H 4.3459 -2.4335 -3.6907
47 C 4.4278 -5.9946 -7.3331
48 N 4.1180 -4.6491 -6.7839
49 O 4.8603 -3.7319 -7.0568
50 O 3.1249 -4.5522 -6.0865
51 H 5.3255 -5.9277 -7.9271
52 H 4.5639 -6.6662 -6.4965
53 H 3.5791 -6.2947 -7.9435
54 C -6.1323 -0.0175 -2.3677
55 N -5.7771 0.8441 -3.5287
56 O -5.3954 1.9767 -3.2995
57 O -5.8917 0.3547 -4.6274
58 H -5.9800 0.5509 -1.4581
59 H -7.1733 -0.3036 -2.4820
60 H -5.4841 -0.8881 -2.3988
61 C 4.1138 -3.5155 1.2175
62 N 3.9545 -3.0339 2.6166
63 O 4.5500 -3.6237 3.4908
64 O 3.2304 -2.0734 2.7835
65 H 4.7804 -4.3699 1.2182
66 H 3.1282 -3.7893 0.8520
67 H 4.5276 -2.6966 0.6369
68 C 8.7581 -4.8557 -5.5533
69 N 7.9475 -5.8171 -6.3475
70 O 8.4989 -6.4322 -7.2296
71 O 6.7707 -5.9184 -6.0560
72 H 9.7750 -4.8739 -5.9264
73 H 8.3110 -3.8739 -5.6793
74 H 8.7152 -5.1737 -4.5160

Electronic structure analysis, Löwdin charges in units of e: atom 1 (C): -0.05, atom 2 (C): -0.19, atom 3 (O): 0.01, atom 4 (N): -0.06, atom 5 (N): 0.18, atom 6 (C): -0.07, atom 7 (N): 0.19, atom 8 (C): -0.32, atom 9 (N): 0.19, atom 10 (H): 0.07, atom 11 (H): 0.09, atom 12 (H): 0.08, atom 13 (H): 0.12, atom 14 (H): 0.13, atom 15 (H): 0.20, atom 16 (H): 0.15, atom 17 (H): 0.12, atom 18 (H): 0.12, atom 19 (C): 0.06, atom 20 (N): -0.43, atom 21 (O): 0.06, atom 22 (O): 0.04, atom 23 (H): 0.06, atom 24 (H): 0.11, atom 25 (H): 0.11, atom 26 (C): 0.05, atom 27 (N): -0.42, atom 28 (O): 0.04, atom 29 (O): 0.06, atom 30 (H): 0.08, atom 31 (H): 0.09, atom 32 (H): 0.11, atom 33 (C): 0.03, atom 34 (N): -0.45, atom 35 (O): 0.08, atom 36 (O): 0.04, atom 37 (H): 0.09, atom 38 (H): 0.08, atom 39 (H): 0.10, atom 40 (C): 0.06, atom 41 (N): -0.43, atom 42 (O): 0.08, atom 43 (O): 0.02, atom 44 (H): 0.06, atom 45 (H): 0.11, atom 46 (H): 0.10, atom 47 (C): 0.03, atom 48 (N): -0.43, atom 49 (O): 0.07, atom 50 (O): 0.04, atom 51 (H): 0.08, atom 52 (H): 0.09, atom 53 (H): 0.11, atom 54 (C): 0.05, atom 55 (N): -0.45, atom 56 (O): 0.04, atom 57 (O): 0.08, atom 58 (H): 0.09, atom 59 (H): 0.10, atom 60 (H): 0.10, atom 61 (C): 0.04, atom 62 (N): -0.46, atom 63 (O): 0.07, atom 64 (O): 0.05, atom 65 (H): 0.09, atom 66 (H): 0.10, atom 67 (H): 0.09, atom 68 (C): 0.05, atom 69 (N): -0.43, atom 70 (O): 0.09, atom 71 (O): 0.03, atom 72 (H): 0.10, atom 73 (H): 0.10, atom 74 (H): 0.10

***

- Among the records above, which one has the lowest HOMO level?
  C2H5BrOP

***

Copy entry 1 word for word.
ORCA calculation (the ωB97M-V functional and the def2-TZVPD basis) on the ion C2H5BrOP with charge +1.

Calculated values
Multiplicity ... 1
Charge ... +1
HOMO level ... -15.12 eV

Positions of all 10 atoms, in Å:
1 O 0.2611 1.0519 2.1320
2 C -0.1515 1.0841 1.0329
3 Br -1.8975 1.6841 0.5624
4 C 0.5851 0.4947 -0.1774
5 P -0.0961 -1.1162 -0.5764
6 H 0.4982 1.1406 -1.0643
7 H 1.6498 0.3582 0.1081
8 H 0.4839 -1.6541 -1.7203
9 H 0.1383 -1.9997 0.4722
10 H -1.4714 -1.0436 -0.7692

Electronic structure analysis, natural (NBO) charges in units of e: atom 1 (O): -0.42, atom 2 (C): 0.47, atom 3 (Br): 0.06, atom 4 (C): -0.84, atom 5 (P): 0.83, atom 6 (H): 0.31, atom 7 (H): 0.31, atom 8 (H): 0.09, atom 9 (H): 0.09, atom 10 (H): 0.09